Here is a cluster of 5 separate species, C22H58N5O6 in total from OMol25. Energies are from ωB97M-V with the def2-TZVPD basis set.

The geometry in XYZ format:
```
91
Properties=species:S:1:pos:R:3:forces:R:3:lowdin_charge:R:1
C -18.413610 -13.443100 -2.334650 1.500 -1.094 -0.817 0.05
N -16.962970 -13.711370 -2.980700 -0.684 0.362 2.069 -0.27
C -16.177210 -12.352960 -3.017310 0.239 -0.932 0.090 0.03
C -16.257100 -14.698260 -1.990630 0.075 1.168 -1.356 0.04
C -17.238470 -14.374190 -4.339550 -0.278 0.741 -0.753 -0.09
C -16.042610 -14.757160 -5.240790 -0.210 0.343 1.168 -0.23
O -15.299120 -13.609610 -5.435350 0.927 1.593 -0.157 -0.06
H -18.846790 -14.426610 -2.516780 -0.684 0.425 0.093 0.09
H -18.915730 -12.605160 -2.818210 0.178 -0.274 -0.223 0.11
H -18.374430 -13.283920 -1.257050 0.534 0.127 -0.175 0.11
H -15.125030 -12.587090 -3.179160 -0.225 -0.020 -0.165 0.09
H -16.251660 -11.836960 -2.060070 -0.370 -0.445 0.161 0.11
H -16.505820 -11.653000 -3.785530 -0.327 -0.575 -0.172 0.11
H -16.769330 -15.659280 -2.037170 0.018 0.146 0.072 0.11
H -16.199980 -14.265160 -0.992000 -0.395 0.008 -0.135 0.11
H -15.231340 -14.768780 -2.352490 -0.071 -0.281 -0.069 0.07
H -17.886910 -13.616620 -4.779670 0.391 0.165 -0.655 0.13
H -17.915520 -15.226680 -4.285080 0.375 -0.286 0.879 0.12
H -16.331130 -15.108850 -6.231330 -0.703 -0.662 0.368 0.14
H -15.387550 -15.458010 -4.723290 -0.432 -0.782 -0.029 0.10
H -14.525100 -13.831720 -5.957990 0.112 0.199 -0.162 0.11
C -17.847950 -19.864350 -9.437140 -0.727 0.560 -0.857 0.01
N -18.417370 -19.293910 -10.731230 -0.293 0.203 -0.886 -0.32
C -17.713650 -19.995480 -11.941440 -0.827 0.886 2.050 0.07
C -19.918760 -19.688340 -10.739060 0.862 -0.044 -0.146 0.03
C -18.182440 -17.733590 -10.707010 -0.197 -0.822 -1.394 -0.03
C -18.241680 -17.039970 -12.113350 1.095 -0.463 0.760 -0.25
O -19.361960 -17.357960 -12.873090 -0.798 0.034 0.326 -0.04
H -18.075650 -20.929010 -9.489630 0.070 0.119 0.533 0.11
H -18.374280 -19.293220 -8.672360 0.184 -0.518 0.412 0.07
H -16.777540 -19.690060 -9.327890 -0.107 0.068 -0.304 0.11
H -18.041540 -21.028350 -11.824110 0.332 -0.012 -0.429 0.11
H -16.665590 -19.861830 -11.673460 0.063 -0.202 -0.801 0.11
H -18.071210 -19.527500 -12.858630 0.282 -0.180 0.108 0.10
H -19.990530 -20.770790 -10.632930 0.335 0.011 0.580 0.10
H -20.441220 -19.556720 -11.686590 0.456 0.967 -0.033 0.11
H -20.380900 -19.164390 -9.902410 -0.110 -0.130 -0.254 0.07
H -17.183110 -17.584510 -10.298090 0.022 -0.111 -0.094 0.13
H -18.883110 -17.329700 -9.976230 -0.209 -0.035 -0.188 0.12
H -17.398040 -17.282810 -12.759410 0.705 -0.450 0.601 0.12
H -18.113420 -15.966080 -11.977720 -0.315 0.208 0.524 0.13
H -19.235630 -16.795350 -13.640620 -0.670 -0.124 -0.546 0.11
C -22.443120 -19.465570 -6.811900 -0.236 -0.193 -0.581 -0.03
C -21.197140 -18.618660 -7.018180 0.465 0.093 0.375 -0.27
C -21.432810 -17.309950 -7.841940 0.082 -0.371 1.221 -0.17
O -20.357440 -16.444560 -7.637410 1.184 -0.553 0.428 -0.20
C -20.653990 -15.140660 -8.001860 -0.425 1.924 -0.406 -0.11
N -20.612550 -18.343200 -5.629720 -0.523 0.717 -0.444 0.23
H -20.726990 -19.132140 -5.009570 -0.552 -0.240 0.289 0.17
H -19.613350 -18.198430 -5.657120 1.672 0.284 -0.629 0.08
H -20.970850 -17.486590 -5.232300 -0.526 0.133 0.403 0.17
H -22.918940 -19.672540 -7.770480 -0.078 0.174 -0.045 0.10
H -23.178370 -18.972750 -6.175790 0.021 0.247 -0.090 0.10
H -22.279410 -20.452250 -6.378600 0.459 0.071 0.082 0.10
H -20.334000 -19.143850 -7.427160 -0.404 -0.333 -0.577 0.13
H -22.318720 -16.778290 -7.494650 -0.545 -0.349 -0.064 0.14
H -21.523390 -17.540180 -8.903490 -0.325 -0.260 -0.072 0.13
H -19.829960 -14.435950 -7.890210 0.567 -0.654 0.075 0.09
H -21.421650 -14.676580 -7.382650 -0.459 -0.333 0.204 0.10
H -20.983590 -15.030300 -9.034950 -0.079 -0.301 -0.219 0.10
C -15.669290 -19.465670 -1.407970 -0.220 0.741 0.265 -0.08
C -14.206800 -19.078520 -1.552930 1.417 -0.687 -1.033 -0.22
C -13.803380 -18.413670 -2.906180 -0.969 1.336 -0.196 -0.12
N -12.459060 -17.706310 -2.931990 0.039 1.081 -1.681 -0.25
C -11.369470 -18.699220 -2.672210 -0.282 1.977 0.389 0.05
C -12.482880 -16.469100 -2.012610 -0.755 0.328 -0.130 -0.06
C -12.138950 -15.214140 -2.844480 0.458 0.298 0.217 -0.17
C -11.291370 -15.760250 -3.937230 0.397 -0.991 -0.023 -0.16
C -12.109810 -16.998290 -4.317370 -0.205 0.084 -0.169 -0.05
H -16.238940 -18.564560 -1.180830 -0.202 0.171 -0.340 0.07
H -15.821940 -20.057730 -0.505600 0.229 -0.372 -0.247 0.09
H -16.112250 -19.942320 -2.282430 0.172 -0.057 0.088 0.08
H -13.571430 -19.963400 -1.590160 -0.264 -0.461 0.445 0.10
H -13.868860 -18.563170 -0.653870 -0.028 0.507 -0.197 0.12
H -14.474860 -17.617230 -3.226950 -0.469 -0.024 0.226 0.10
H -13.857250 -19.104920 -3.747230 0.311 -0.268 0.180 0.14
H -11.606820 -19.115410 -1.693160 0.463 -0.556 -0.363 0.11
H -10.525340 -18.013000 -2.604160 0.653 -0.907 0.034 0.11
H -11.349560 -19.329910 -3.561000 0.238 -0.396 0.611 0.12
H -11.842300 -16.648550 -1.149160 -0.277 0.068 -0.006 0.15
H -13.542900 -16.323360 -1.804720 0.252 -0.516 0.963 0.10
H -11.569420 -14.412650 -2.373990 -0.329 -0.224 0.724 0.14
H -13.050350 -14.771620 -3.246510 -0.135 0.025 -0.019 0.09
H -10.341730 -16.022760 -3.471020 0.225 -0.279 -0.234 0.12
H -11.028650 -15.051560 -4.722620 -0.429 -0.286 -0.278 0.14
H -11.667000 -17.657050 -5.064400 0.056 -0.402 0.528 0.14
H -13.035500 -16.624890 -4.755290 -0.320 -0.311 0.190 0.12
N -16.867030 -18.057470 -5.541370 -0.366 -1.197 0.477 -0.67
O -17.832010 -18.133780 -6.326050 -1.205 0.204 -1.251 -0.07
O -17.049440 -17.853830 -4.369160 -2.052 1.557 3.707 -0.04
O -15.742320 -18.296610 -5.852590 3.174 -0.386 -2.821 0.01
```
Forces are in eV/Å.

Values from the calculation:
- Orbital gap: 9.3 eV
- Total charge: +3
- Lowest unoccupied orbital energy: -6.28 eV
- HOMO: -15.5 eV